Record 1
Molecular formula: C18H64N2O14
Method: DFT, ωB97M-V/def2-TZVPD

Last column: Mulliken charge in e.
Positions of all 98 atoms, in Å:
C  3.02371  -2.04831  1.90230  -0.8677
C  1.69971  -2.84431  1.89230  0.5926
O  1.61371  -3.57531  3.10430  -0.6518
H  3.84171  -2.66231  2.19030  0.5617
H  2.89071  -1.21831  2.55730  0.0376
H  3.27471  -1.72831  0.94930  0.0037
H  1.73171  -3.47331  1.07830  0.6989
H  0.80971  -2.25531  1.72930  -0.6475
H  1.88971  -4.47231  3.02630  0.3278
C  -3.56829  2.35169  -2.42870  -1.5069
C  -2.33929  1.78669  -1.70370  1.7692
O  -1.24129  2.68269  -1.72770  -0.5884
H  -3.94029  3.30269  -2.05870  0.3815
H  -4.46229  1.68769  -2.37370  0.3016
H  -3.27829  2.45769  -3.48070  0.3624
H  -2.05329  0.89269  -2.16570  -0.5793
H  -2.64629  1.52069  -0.65570  -0.4238
H  -0.49429  2.14469  -1.51970  0.1984
C  -0.60529  0.01969  0.37230  0.4560
C  0.86271  0.12369  0.09830  2.3737
O  1.14971  1.27269  -0.64170  -0.0077
H  -0.98929  1.02569  0.64830  -0.4161
H  -0.89729  -0.63131  1.23430  -0.5157
H  -1.22129  -0.22831  -0.51470  -0.3998
H  1.33071  -0.78231  -0.30370  -0.3030
H  1.28471  0.24469  1.16030  -0.6951
H  2.10371  1.38769  -0.71370  -0.1173
C  -0.45729  -1.11231  -3.48070  -0.3082
C  -0.11729  0.01769  -4.45170  -0.0219
O  -0.31829  -0.50131  -5.73170  -0.6068
H  -1.50829  -1.09631  -3.31370  0.4987
H  0.00271  -0.81031  -2.58670  -0.4997
H  -0.19829  -2.17031  -3.78670  0.4306
H  0.84771  0.44969  -4.24470  -0.2402
H  -0.76529  0.85069  -4.28970  0.3946
H  -0.34129  0.23969  -6.31970  0.3646
C  3.88071  2.09169  -1.66070  0.5123
O  3.62571  1.77769  -2.99570  -0.6808
N  4.08671  3.32369  -1.23170  -0.2437
N  3.87271  1.15069  -0.75370  -0.2375
H  4.12271  4.08869  -1.92770  0.2907
H  4.39671  3.52069  -0.27770  0.2009
H  3.95371  0.23769  -1.18770  0.0343
H  4.26671  1.37969  0.14730  0.1870
C  0.36471  0.20969  4.29430  0.6028
O  0.48571  0.13469  5.78330  -0.6069
H  -0.57329  0.70269  4.01830  0.1618
H  0.34071  -0.72431  3.80330  -0.3227
H  1.28671  0.67269  3.90230  -0.1047
H  -0.04529  -0.56831  6.11130  0.3219
C  -0.40529  -3.30031  -0.90370  -0.0153
O  -1.22729  -4.15831  -1.65370  -0.6234
H  0.00171  -3.81931  -0.07170  0.6315
H  -0.99129  -2.44831  -0.49570  -0.1661
H  0.44171  -2.87431  -1.46570  -0.1406
H  -2.01629  -4.43431  -1.18870  0.3470
C  1.01371  3.41469  -3.84170  0.1998
O  0.77071  2.99469  -5.17370  -0.5754
H  2.03071  3.75569  -3.67470  0.2194
H  1.01171  2.52669  -3.23770  -0.4493
H  0.18771  4.07369  -3.56670  0.3068
H  1.36071  2.32769  -5.44170  0.3099
C  -4.46529  -1.54231  -0.74870  -0.3377
O  -3.75029  -2.20731  0.24530  -0.4547
H  -3.73429  -1.36531  -1.61270  -0.0508
H  -4.78129  -0.56431  -0.41970  0.2001
H  -5.31629  -2.13131  -1.05270  0.3638
H  -3.50729  -1.61031  0.96330  0.2580
C  2.89071  -1.47431  -2.64870  -0.3588
O  3.79571  -1.56231  -1.57970  -0.7022
H  3.30771  -1.57531  -3.60770  0.4418
H  2.31371  -0.55531  -2.59870  -0.3009
H  2.17471  -2.26931  -2.57970  0.3317
H  3.91771  -2.49231  -1.35370  0.3446
C  3.28071  1.99369  2.28630  0.0662
O  4.59471  1.67569  1.91230  -0.6465
H  3.21371  2.49469  3.26030  0.4676
H  2.76471  1.06969  2.41930  -0.5294
H  2.61371  2.69369  1.64530  0.1388
H  4.85271  0.93969  2.48130  0.3265
C  -1.73429  -3.17031  2.68130  -0.2061
O  -1.14629  -4.24431  3.41430  -0.6532
H  -1.18129  -2.22131  2.92130  -0.0495
H  -2.78329  -3.12631  2.88030  0.3531
H  -1.55429  -3.34531  1.62130  0.1494
H  -0.19429  -4.10031  3.25030  0.4380
C  -3.78429  -0.20831  3.52530  -0.8262
O  -3.22629  -0.13431  2.23930  -0.0934
H  -4.15629  -1.23131  3.65230  0.3218
H  -4.64729  0.47669  3.65430  0.3194
H  -3.02429  0.03969  4.27330  0.2079
H  -3.07529  0.79269  2.15930  0.1473
C  -3.03329  3.45369  2.89030  -0.9707
O  -2.40629  2.48569  2.11230  -0.3545
H  -2.94929  4.41769  2.35930  0.3267
H  -2.71929  3.58369  3.89330  0.3264
H  -4.11129  3.24169  2.90930  0.2950
H  -1.59729  2.86769  1.79230  0.1939

ΔE to the lowest compared entry with this formula, charge and spin = 0.0 kcal per mole
E_HOMO = -9.4 eV

***

Record 2
Molecular formula: C29H33Cl4N5
Method: DFT, ωB97M-V/def2-TZVPD

Last column: Mulliken charge in e.
Positions of all 71 atoms, in Å:
C  -0.24542  -0.98661  -3.71161  -0.2637
C  -0.01504  -1.70418  -4.87244  -0.4557
C  -1.05238  -1.80371  -5.79501  -0.3818
N  -2.21958  -1.17151  -5.66417  -0.5111
C  -2.38587  -0.41897  -4.57248  -0.4202
C  -1.45882  -0.33459  -3.54652  0.3918
H  0.55059  -0.83329  -2.99206  0.4960
H  0.91257  -2.21029  -5.10414  0.3943
H  -0.91033  -2.28234  -6.75856  0.3822
H  -3.34196  0.07639  -4.46934  0.2346
H  -1.61115  0.22160  -2.62967  0.1804
C  -0.69260  4.46673  -0.69640  -0.1846
C  -1.43802  5.39355  -1.37280  -0.6217
C  -1.70864  5.12842  -2.72883  -0.1300
N  -1.11896  4.18172  -3.44736  -0.5773
C  -0.30024  3.36473  -2.77014  -0.3914
C  -0.06905  3.43194  -1.40326  -0.2800
H  -0.57219  4.46626  0.38238  0.4404
H  -2.00090  6.19868  -0.92055  0.4346
H  -2.27045  5.85901  -3.30330  0.3873
H  0.22707  2.60622  -3.33965  0.4276
H  0.49938  2.64628  -0.92830  0.5007
C  0.75761  -0.54504  1.86092  -0.0774
C  0.02962  0.57487  2.22347  -1.1131
C  -0.88707  1.08685  1.32581  -0.0674
N  -1.17479  0.49409  0.15619  -0.0382
C  -0.61538  -0.69388  -0.07154  0.1915
C  0.38419  -1.24931  0.72362  -0.7974
H  1.63802  -0.87079  2.39752  0.6381
H  0.23154  1.06195  3.16881  0.4138
H  -1.46440  1.98020  1.52763  0.4243
H  -0.85080  -1.20416  -0.99991  -0.0981
H  0.84370  -2.17978  0.42353  0.4146
C  3.97819  1.26940  2.23713  0.1113
C  4.89493  2.21192  1.73885  -0.6009
C  5.95955  2.56986  2.55918  -0.1695
N  6.11820  2.14042  3.82549  -0.5512
C  5.23704  1.27013  4.25676  -0.3263
C  4.14543  0.79747  3.49062  -0.2258
H  3.16845  0.84165  1.65422  0.3758
H  4.82838  2.63813  0.74934  0.3669
H  6.64442  3.30758  2.16014  0.3313
H  5.25558  0.95065  5.29483  0.3305
H  3.60427  -0.01494  3.96162  0.3583
C  2.59582  -4.54693  5.97943  -0.1144
C  1.60529  -3.60755  6.24226  -0.5010
C  0.92248  -3.06115  5.18615  -0.2729
N  1.32654  -3.17773  3.90493  -0.2958
C  2.34402  -4.01944  3.65119  -0.1376
C  2.89986  -4.79666  4.65261  -0.5176
H  3.02405  -5.16295  6.75719  0.3715
H  1.27945  -3.52147  7.27268  0.3660
H  0.21819  -2.25089  5.33957  0.3720
H  2.61388  -4.10545  2.60848  0.4117
H  3.52472  -5.66587  4.47657  0.3291
Cl  -6.07720  3.55184  -0.34087  -0.2001
C  -4.35541  3.61229  -0.56155  -0.2948
C  -3.83810  2.29561  -1.12092  0.2830
Cl  -4.27645  2.10472  -2.84164  -0.1922
H  -3.87551  3.90683  0.37521  0.3209
H  -4.09985  4.45640  -1.20425  0.1716
H  -4.21265  1.49072  -0.49273  0.4587
H  -2.75301  2.21146  -1.11816  -0.5435
Cl  -0.58641  -3.90653  -2.00018  -0.1967
C  -2.35576  -3.81030  -2.16930  -0.4390
C  -2.78202  -4.35898  -3.51066  -0.3378
Cl  -4.38541  -3.76417  -4.01286  -0.1904
H  -2.61138  -2.76669  -1.99088  0.2057
H  -2.79178  -4.33488  -1.31997  0.4597
H  -2.78882  -5.44666  -3.50722  0.3943
H  -2.06923  -4.05885  -4.27508  0.1464

SMILES = c1ccncc1.c1ccncc1.c1ccncc1.c1ccncc1.c1ccncc1.ClCCCl.ClCCCl
ΔE to the lowest compared entry with this formula, charge and spin = 7.6 kcal per mole
E_HOMO = -9.5 eV

***

Record 3
Molecular formula: C4H13NO2
Method: DFT, ωB97M-V/def2-TZVPD

Last column: Mulliken charge in e.
Positions of all 20 atoms, in Å:
C  0.01387  0.76964  0.19253  -0.7329
N  -0.94688  1.73331  0.55376  -0.4886
C  2.32155  -0.70582  1.23097  -0.5469
C  1.99621  -0.95751  -1.23321  -0.6187
C  2.56666  -0.42406  -0.09984  0.1880
H  1.03046  1.13137  0.25663  0.4448
H  -0.15821  0.25646  -0.78850  0.2417
H  -0.10617  -0.06757  0.89987  0.2947
H  -0.90873  2.64099  0.10309  0.2853
H  1.71916  -1.59169  1.39430  0.3468
H  2.93156  -0.18912  1.95537  0.2764
H  2.33071  -0.55531  -2.18137  0.2707
H  1.45101  -1.89030  -1.31376  0.3127
H  3.22039  0.41533  -0.32969  0.2868
H  -2.59900  -2.14653  0.07683  0.2542
H  -2.93032  -0.49320  -0.19982  0.4243
O  -2.26409  -1.30523  -0.27097  -0.7062
H  -4.35429  1.04841  -0.35378  0.1806
H  -1.88789  1.37643  0.21294  0.3357
O  -3.42600  0.95441  -0.10535  -1.0493

ΔE to the lowest compared entry with this formula, charge and spin = 158.8 kcal per mole
E_HOMO = -7.3 eV

***

Record 4
Molecular formula: C8H21I2O4P2ReS
Method: DFT, ωB97M-V/def2-TZVPD

Last column: Mulliken spin population.
Positions of all 39 atoms, in Å:
I  0.03368  -2.43611  -1.49453  0.8206
I  -0.02688  1.71361  -3.12062  -0.1222
Re  -0.01531  0.31363  -0.99280  0.9080
P  -2.26193  -0.08675  -0.82455  0.1703
C  -3.16503  1.37994  -0.26747  0.0118
C  -3.07437  -0.62327  -2.36022  0.0349
H  -4.06970  -0.99672  -2.08625  0.0054
H  -3.85949  -1.52674  0.22401  -0.0027
H  -2.50267  -1.42861  -2.83272  -0.0059
H  -2.21692  -2.25808  0.26110  0.0038
H  -2.93695  2.23605  -0.91437  -0.0007
H  -3.17119  0.21486  -3.05375  0.0028
C  -2.79530  -1.33547  0.39135  0.0220
H  -4.23353  1.13752  -0.31928  0.0128
H  -2.62422  -0.93746  1.39799  0.0025
H  -2.86121  1.60549  0.76569  0.0064
P  2.26694  0.01137  -0.83357  0.1782
C  3.09984  1.50900  -0.24876  0.0104
C  2.84960  -1.24717  0.35320  0.0187
H  2.56173  -1.30500  -2.86069  -0.0074
H  4.10100  -0.77916  -2.11652  0.0066
H  3.12497  0.38130  -3.08336  0.0028
C  3.08387  -0.46444  -2.38820  0.0345
H  2.31558  -2.19115  0.18735  0.0048
H  3.92432  -1.38308  0.19466  -0.0028
H  4.17857  1.30752  -0.27352  0.0127
H  2.75968  1.71986  0.77668  0.0068
H  2.65032  -0.89262  1.37111  0.0049
H  2.85119  2.35542  -0.90064  -0.0004
C  -0.06248  2.04460  -0.01944  -0.0103
O  -0.11303  3.12407  0.41368  0.0507
C  0.07184  -0.74164  3.77695  -0.0089
S  -0.02646  0.46925  2.46610  -0.0832
O  -1.32340  1.12561  2.56472  0.2916
O  1.15839  1.31254  2.52985  0.2928
O  0.03360  -0.42978  1.22021  0.3278
H  -0.51613  -0.36218  4.61628  -0.0001
H  1.12273  -0.84406  4.06353  0.0006
H  -0.33167  -1.69214  3.41683  -0.0009

multiplicity = 4
charge = +3
E_HOMO (alpha / beta) = -19.6 / -20.1 eV

***

Record 5
Molecular formula: C20H20F6IrN6O5P
Method: DFT, ωB97M-V/def2-TZVPD

Last column: Mulliken spin population.
Positions of all 59 atoms, in Å:
Ir  0.63487  1.01103  0.43835  1.9277
O  0.23523  -0.70802  -0.54153  0.1294
N  1.02656  -1.71325  -0.27001  0.0077
N  2.02175  -1.36937  0.40446  -0.0034
O  2.19421  -0.09492  0.74685  0.0994
C  3.01295  -2.30842  0.88197  0.0022
C  3.26753  -3.45241  0.14389  -0.0029
C  4.19112  -4.34782  0.65280  0.0013
C  4.82702  -4.08706  1.86089  -0.0021
C  4.54423  -2.93258  2.57636  0.0013
C  3.62074  -2.02055  2.09155  -0.0001
H  2.76516  -3.63508  -0.79555  -0.0001
H  4.41920  -5.24940  0.10191  -0.0001
H  5.54882  -4.79360  2.24808  -0.0001
H  5.03427  -2.74164  3.52089  0.0001
H  3.36012  -1.13039  2.64673  -0.0009
F  -0.11738  -1.29110  2.18687  0.0141
P  -0.29680  -0.37253  3.56465  0.0178
F  1.18308  0.24386  3.26519  0.0111
F  -0.49279  0.61188  4.77580  0.0021
F  -0.90169  0.82310  2.51930  0.0581
F  -1.79155  -0.93372  3.69678  0.0047
F  0.30890  -1.53243  4.43462  0.0004
O  1.85214  3.61941  3.36415  0.1634
C  1.59398  3.05016  2.39608  -0.0004
N  1.36906  2.52956  1.30956  0.2595
C  -1.75084  -0.20135  -4.21989  0.0006
N  -0.55108  0.47799  -3.68945  0.0021
C  0.60009  0.53365  -4.42094  0.0057
C  1.69046  1.19151  -3.97699  0.0014
C  1.59245  1.81270  -2.70362  0.0359
N  0.47087  1.69823  -1.96657  0.0848
C  -0.57156  1.06904  -2.46814  -0.0187
O  -1.70472  0.94066  -1.83927  0.0168
N  2.59232  2.50374  -2.17587  0.0012
H  -1.50856  -0.57865  -5.20762  -0.0002
H  -2.57095  0.50747  -4.28939  0.0002
H  -2.02799  -1.02514  -3.56845  0.0009
H  0.57322  0.02944  -5.37630  0.0002
H  2.59281  1.23855  -4.56797  0.0002
H  3.44461  2.65618  -2.68872  0.0001
H  2.46593  3.00319  -1.31060  -0.0055
C  -2.62329  3.07610  -1.16859  0.0113
C  -2.06234  1.78425  -0.61858  0.1111
O  -0.96083  2.04924  0.10409  0.1592
C  -3.07304  0.91904  0.13751  0.1901
C  -4.32163  1.37180  0.42198  0.1318
C  -5.18722  0.58739  1.22785  0.2432
C  -4.78993  -0.67454  1.76080  0.1132
C  -3.55532  -1.15560  1.45696  0.0542
C  -2.68874  -0.36993  0.66255  0.0032
H  -1.81782  3.60686  -1.67347  0.0009
H  -2.96885  3.70326  -0.34793  -0.0002
H  -3.43651  2.89670  -1.87049  0.0002
H  -4.67532  2.32698  0.06112  0.0097
H  -6.18907  0.94554  1.43230  -0.0068
H  -5.47458  -1.22586  2.39054  0.0067
H  -3.21359  -2.10879  1.83362  -0.0039
H  -1.70970  -0.76438  0.43894  0.1601

multiplicity = 5
charge = +2
ΔE to the lowest compared entry with this formula, charge and spin = 7.2 kcal per mole
E_HOMO (alpha / beta) = -14.5 / -14.5 eV